Below is the molecule C11H14NO2P in a non-equilibrium geometry, with properties calculated with wB97M-V/def2-TZVPD.

The calculation puts the HOMO-LUMO gap (spin up / spin down) at 7.88 / 6.95 eV. For the HOMO energy (spin up / spin down), the calculation gives -0.3110 / -0.2749 Ha. The value obtained for the maximum force is 4.10 eV/Å.

Each atom is followed by the atoms it is bonded to, with distances in Å.
Element x y z (Å)
1 C 2.64345 -1.29031 1.11290  C5 1.391, C10 1.385, H19 1.091
2 H 0.55856 -0.61934 0.99669  C5 1.138
3 C 0.98132 1.17243 -1.11403  H8 1.096, C20 1.495, C28 1.405
4 H -4.38217 -2.01821 1.72386  C11 1.138
5 C 1.57995 -0.64050 0.49484  C1 1.391, H2 1.138, C28 1.433
6 H -1.03733 3.87911 1.35821  P29 1.455
7 H -2.07359 3.47997 -0.04421  P29 1.338
8 H 1.29716 2.15291 -1.48861  C3 1.096
9 N -0.55461 1.97515 0.26962  C20 1.514, P29 1.655
10 C 3.93082 -1.18445 0.61229  C1 1.385, C14 1.392, H18 1.127
11 C -4.31290 -1.34031 0.81249  H4 1.138, H24 1.058, C26 1.527, H27 1.001
12 O -0.65893 -1.24276 -1.41441  C22 1.210
13 C 3.26092 0.53133 -0.83106  C14 1.352, H25 1.115, C28 1.394
14 C 4.27493 -0.13608 -0.23673  C10 1.392, C13 1.352, H16 1.007
15 H -1.07427 1.45846 -1.85113  C20 1.109
16 H 5.17682 0.00779 -0.66114  C14 1.007
17 H -2.88639 -2.12718 -0.76826  C26 1.165
18 H 4.69774 -1.91743 0.99220  C10 1.127
19 H 2.40405 -2.14100 1.75219  C1 1.091
20 C -0.50538 1.10372 -0.96754  C3 1.495, N9 1.514, H15 1.109, C22 1.521
21 O -2.14007 -0.18903 -0.01229  C22 1.321, C26 1.502
22 C -1.08286 -0.29288 -0.79701  O12 1.210, C20 1.521, O21 1.321
23 H -2.24065 -2.15285 0.76212  C26 1.138
24 H -4.62099 -0.36179 1.07210  C11 1.058
25 H 3.56408 1.08364 -1.75102  C13 1.115
26 C -2.92625 -1.45433 0.18248  C11 1.527, H17 1.165, O21 1.502, H23 1.138
27 H -5.06499 -1.71656 0.26899  C11 1.001
28 C 1.93155 0.38976 -0.43672  C3 1.405, C5 1.433, C13 1.394
29 P -0.73995 3.59074 -0.03681  H6 1.455, H7 1.338, N9 1.655